Record 1
42
Properties=species:S:1:pos:R:3:forces:R:3 method="wB97M-V/def2-TZVPD" e_tot_ev=-61275.51239 homo_energy_ha=-0.373 e_lumo_ev=-0.7 smiles="O=S(=O)(Cl)CCCC[C@@]1(O)COS(=O)(=O)O1.CCOCC"
H 4.299979 2.561200 -2.513069 -0.02 -0.15 0.00
H 1.927682 -0.716055 0.433930 -1.70 -1.07 1.83
O -2.580248 -0.926604 0.271878 -1.13 -0.70 3.18
C 4.052075 1.568776 -2.903344 0.01 0.11 -0.12
H -0.372055 0.899846 0.058041 -0.18 0.52 2.31
C 1.040868 -1.011797 1.175932 -0.31 1.62 -0.41
O 2.853704 -2.123177 3.086555 -5.02 -0.61 -3.23
C -1.940536 1.150620 1.838153 0.29 0.83 -1.15
H -2.582635 2.027920 1.366123 1.29 -1.92 0.82
H -0.046912 2.333782 1.243110 -0.91 -2.41 -0.10
H 2.789996 -0.116776 -2.379523 0.01 -0.02 -0.10
O -2.452636 -3.530219 0.711418 -3.20 5.14 0.48
H 1.595566 0.991704 2.348233 -1.56 -1.73 -0.70
H 0.158233 0.048133 3.120102 1.17 0.16 -2.17
C -2.690819 -0.291875 1.627222 -0.68 0.76 2.48
H 4.967119 0.970197 -2.947463 -0.12 0.07 0.04
H 0.041730 0.953702 -4.679886 0.06 -0.02 0.14
O -4.502294 -1.915642 1.790946 2.74 1.02 -2.11
C -4.300642 -0.435960 1.941850 0.01 -0.81 0.71
H 0.019503 0.051509 -3.146758 0.02 0.08 -0.08
O -2.116833 -1.172311 2.698733 -0.54 1.72 -0.43
O 2.059645 -3.606554 1.095727 -2.20 4.42 3.75
H 0.133206 -1.319836 0.499805 1.69 0.22 1.64
C 0.632811 0.679778 -3.800161 0.05 -0.15 -0.04
S -3.457878 -2.370781 0.501807 -1.01 -7.15 -3.09
C 1.090602 1.925391 -3.063459 0.02 -0.06 0.01
H 3.689635 1.701075 -3.926297 0.06 -0.09 0.06
C 0.681299 0.302179 2.095244 -0.96 0.49 -0.32
H 0.208789 2.500509 -2.762712 0.21 -0.05 0.19
C 3.017558 0.890978 -2.019751 0.09 0.07 -0.10
C -0.404238 1.201609 1.195447 0.18 0.58 0.44
O -4.430370 -2.839756 -0.607329 3.28 3.29 3.60
H 3.440119 0.771451 -1.016835 -0.22 0.12 -0.01
H -1.809121 1.429309 2.989751 -0.61 -1.03 -2.42
O 1.819337 1.644355 -1.870235 -0.17 0.04 0.23
H -5.085203 0.006267 1.194636 1.77 -0.16 1.65
H -4.478540 -0.301125 3.104141 0.10 0.28 -2.66
H -2.278118 -0.697341 3.588437 0.34 -1.02 -2.23
H 1.676579 2.581170 -3.715719 0.02 -0.07 -0.05
H 1.476131 0.074360 -4.139969 -0.06 0.06 -0.06
Cl 0.200613 -3.390863 3.370539 0.54 1.00 -0.86
S 1.656302 -2.499148 2.144749 6.64 -3.40 -1.09

Record 2
21
Properties=species:S:1:pos:R:3:forces:R:3 method="wB97M-V/def2-TZVPD" e_tot_ev=-9952.65631 homo_energy_ha=-0.511 e_lumo_ev=-3.1 total_charge=+1
H 1.493483 0.697337 0.395313 -1.51 0.49 -0.47
H 0.258331 4.015912 1.214654 0.38 -0.61 -0.45
H -0.703907 1.008414 -1.475283 -1.02 -1.01 -0.05
C -1.685409 -3.098698 -1.198591 0.31 -2.77 0.43
H -2.531625 -1.386359 -0.205658 0.39 -0.30 0.42
C -0.470193 -1.002047 -0.528598 0.39 0.36 -1.47
H -0.999004 -3.670776 -0.522938 -0.18 0.77 -0.54
H 1.083004 -0.197548 2.351699 -0.23 -1.49 1.06
C -0.187856 0.234442 -0.913204 0.17 0.97 0.29
H 0.955762 2.772538 1.757716 0.07 -0.30 0.28
C -1.759568 -1.635645 -0.949153 -2.53 1.18 -0.53
H 2.356936 0.691132 2.856758 0.69 -0.81 0.99
O 0.711304 3.193685 0.931570 -0.49 0.88 0.12
N 1.047319 0.923255 -0.559110 3.15 -0.43 1.80
H 0.975554 1.970648 -0.566878 0.03 -0.87 0.08
H -2.299044 -1.128901 -1.848664 1.56 -0.55 1.17
H 0.349910 -1.616982 -0.100604 -0.84 0.36 0.14
H -2.552087 -3.782270 -1.202625 -0.61 1.20 0.77
H 1.865277 0.581533 -1.083145 -0.49 0.57 -0.90
O 1.596336 0.581193 2.315472 -0.46 2.24 -2.13
H -1.435036 -3.314690 -2.207343 1.21 0.10 -1.01

Record 3
56
Properties=species:S:1:pos:R:3:forces:R:3 method="wB97M-V/def2-TZVPD" e_tot_ev=-160799.80939 s2=0.753 homo_energy_ha="-0.169 / -0.169" e_lumo_ev="2.4 / 2.3" total_charge=-1 multiplicity=2
C 0.701133 -2.726095 -2.027683 -0.05 -0.01 0.05
H 0.080888 1.375897 2.626670 0.00 0.02 0.01
O 2.577828 1.418448 -2.323255 0.14 -0.05 -0.13
N 0.733514 -0.046318 4.007289 -0.22 0.22 0.17
H 3.831191 -4.152770 -3.576749 -0.03 0.06 -0.01
C 0.896752 1.239141 3.336272 -0.01 -0.08 0.07
C 0.595325 -4.007098 -2.811376 0.01 0.05 -0.02
C -0.710361 -5.729614 -3.897765 0.03 0.02 0.01
H -2.769252 0.438199 0.137231 -0.09 0.03 0.05
H -0.020009 -1.982296 -2.360410 0.03 0.01 -0.02
H 1.490170 -0.709477 3.894621 0.13 -0.02 -0.05
C 3.087868 -4.044973 -2.786193 -0.02 -0.08 0.00
H 0.409544 -7.302483 -4.839819 0.01 0.00 0.00
C -0.453138 -0.560287 4.347546 -0.03 -0.07 -0.10
C 1.028653 -1.840170 1.583331 -0.42 -0.06 -0.09
C 1.078581 2.544006 -0.853421 -0.08 -0.05 0.10
Te 2.677334 -1.961981 -2.328421 0.05 -0.26 -0.08
H 0.524636 -1.267953 7.391827 0.00 -0.02 -0.02
H 1.343688 -2.824052 7.606706 -0.03 -0.01 0.00
O -1.203300 4.158374 -0.225402 0.04 -0.08 0.04
H -2.174616 2.617524 1.918205 -0.01 -0.01 0.01
C 0.944856 2.405592 4.310584 -0.02 -0.02 0.00
C 0.513277 -2.321411 7.106819 0.01 -0.01 -0.02
N -0.454401 -1.790402 4.905494 -0.01 -0.12 0.04
N -0.066533 2.159252 -0.065631 0.02 -0.15 -0.06
H 3.478924 -4.540456 -1.894728 -0.01 0.04 0.01
H -0.419129 -2.760479 7.468860 0.02 0.01 0.00
H 1.823689 1.176059 2.766370 0.02 -0.03 -0.04
H -1.544504 -4.028178 -2.889269 0.00 -0.02 0.00
H 1.042426 3.346117 3.764645 0.01 -0.03 0.01
C 1.670837 1.305028 -1.523994 -0.27 -0.20 0.22
C -2.238699 2.304016 0.874727 -0.03 0.02 -0.01
H 1.792943 2.306707 4.991501 -0.02 0.01 -0.01
C 0.457839 -6.382826 -4.269354 -0.01 0.03 0.02
H -2.357377 0.429790 1.744892 0.06 -0.05 -0.09
H -1.385387 -2.119151 5.104413 0.00 0.03 0.02
H 0.624811 -3.518136 5.302295 0.03 -0.04 -0.04
H 1.869545 2.966015 -0.223680 0.01 0.09 -0.04
C 1.687746 -5.847526 -3.914338 0.02 0.04 0.03
O 1.147204 0.157665 -1.154618 0.16 0.25 -0.02
H 2.601745 -6.351087 -4.210507 -0.01 0.00 0.00
N 0.024536 -1.425748 1.145891 0.35 -0.20 0.02
H 0.544521 -2.890972 -0.961494 0.00 -0.04 -0.04
N -2.146472 0.833679 0.830761 0.11 -0.23 0.11
H 0.025137 2.440059 4.895610 0.02 0.01 -0.01
S -1.946769 0.212040 4.108501 0.05 0.10 0.14
C 0.635802 -2.468577 5.593114 -0.11 0.14 0.11
C -0.636431 -4.548369 -3.173539 0.05 0.01 0.03
H -1.675598 -6.133858 -4.178586 0.01 0.00 0.00
Cu -0.215103 0.276690 0.235267 -0.17 0.80 -0.33
H 0.830908 3.290761 -1.608210 -0.01 0.00 -0.04
C 1.771330 -4.661136 -3.188190 0.00 0.02 -0.02
H -3.181303 2.675551 0.474119 -0.03 -0.02 0.01
Se 2.523826 -2.467658 2.306876 0.20 -0.11 0.09
C -1.098804 2.977099 0.113370 0.06 0.06 -0.02
H 1.587114 -2.072657 5.256754 0.05 -0.01 -0.08

Record 4
78
Properties=species:S:1:pos:R:3:forces:R:3 method="wB97M-V/def2-TZVPD" e_tot_ev=-202399.46869 homo_energy_ha=-0.306 e_lumo_ev=0.2
H -2.606495 -2.856352 3.733982 0.33 -0.20 -0.22
N 4.239636 1.547355 -4.212507 0.53 0.25 0.28
H -2.685425 2.070981 0.748963 0.02 0.01 0.04
H 5.026618 2.298409 -2.396533 -0.08 -0.08 -0.03
H 4.103000 3.007371 -5.712912 0.10 0.00 0.19
H -1.441466 2.655411 1.812289 -0.11 0.01 0.58
C -0.301393 0.787363 0.527529 0.22 -0.55 0.34
H 2.661279 -0.551481 -6.184325 0.12 0.15 0.10
C 0.895921 -0.164894 0.655586 0.43 1.10 -1.49
H -4.679731 0.974685 4.764934 0.20 0.02 -0.07
H 0.081979 1.792397 0.695040 0.00 -0.05 0.10
H 2.544682 2.404233 -5.146053 -0.02 -0.01 -0.11
H 1.351255 -0.229252 -0.332312 0.09 -0.30 0.10
S 0.248612 -1.492210 2.593642 0.45 -1.46 1.90
H -4.124547 -3.630260 3.416760 -0.04 0.11 -0.08
H -2.765832 -4.073067 2.398675 0.21 0.19 -0.05
N 2.517266 -0.743468 -4.082502 -0.15 -0.22 0.26
C -3.229110 -3.237103 2.925907 -0.57 0.00 0.53
O -3.068463 2.670647 3.735845 -0.07 -0.44 -0.43
H 6.115190 2.428387 -3.781173 -0.01 0.14 -0.01
H 1.337877 0.380869 -5.437948 -0.01 0.00 -0.05
H 1.946144 -1.459683 -2.191473 -0.02 0.11 0.03
H 1.662511 0.276690 1.291243 -0.09 -0.47 0.37
H -2.344475 -0.342446 -0.416847 0.44 0.09 0.10
C 1.919446 -0.547338 -5.387696 0.27 -0.28 -0.38
C 4.980030 -2.286253 -4.396418 -0.32 -0.28 -0.16
H 5.553806 -2.459457 -3.481375 0.13 -0.06 -0.09
H -5.704781 2.693662 3.554268 -0.05 0.22 -0.17
H -4.098555 -0.469876 3.862517 0.03 0.04 -0.05
P 3.938032 0.020587 -3.491746 -4.73 2.73 -3.77
C -5.594651 2.219852 2.569414 0.37 -0.25 0.55
C -2.526414 -0.378254 0.655698 -0.92 -0.67 0.49
H -3.515443 0.064376 0.804521 0.04 -0.11 0.17
O 3.380266 0.475125 -2.162597 2.84 -1.77 0.99
Br -1.880908 -0.666838 5.868554 0.28 0.15 -0.17
H -5.722534 -2.152688 2.138157 -0.21 -0.13 -0.19
O -2.059103 -2.722033 0.446157 -0.34 0.54 0.53
H 4.729710 3.519618 -3.614553 -0.10 -0.04 -0.06
N -3.642067 -2.126181 2.054313 0.31 -0.50 -0.11
H -4.983646 -3.538719 1.255718 -0.22 0.07 -0.25
C -4.952646 -2.460884 1.431454 0.78 0.61 0.38
H 4.000651 -2.742105 -4.272606 -0.08 0.19 0.04
H 1.240475 -1.372619 -5.620777 -0.02 -0.01 0.15
H -1.946615 -0.662640 3.266839 0.23 -0.31 0.08
C -0.465415 0.757397 3.843576 -0.67 -0.33 0.41
H 3.589153 1.434554 -6.220498 -0.14 -0.06 0.06
H 0.832379 -1.854882 -3.474139 0.06 0.07 -0.24
C -0.187203 1.630285 6.181024 -0.97 -0.41 0.59
N -4.501072 1.224666 2.645839 0.21 0.11 -0.33
H -5.365930 2.985012 1.829584 -0.20 -0.09 -0.14
C -1.502317 0.470788 1.488369 0.19 0.67 -1.26
H -5.040227 -1.907421 0.496190 -0.30 -0.08 0.01
H -0.230686 2.659917 5.838060 0.33 -0.02 -0.16
Br 0.774917 2.125007 3.328526 -0.20 -0.38 0.06
O 0.539255 -1.508754 1.032510 -0.29 0.54 1.01
O -0.204463 -2.773471 3.029667 -0.96 -0.15 -1.04
H -6.515355 1.676608 2.363533 -0.01 0.17 -0.32
H 5.470182 -2.807204 -5.219087 0.08 0.15 -0.03
H 0.801699 1.328241 6.525455 0.14 0.14 -0.26
H 6.815078 -0.266471 -4.027943 0.12 -0.05 -0.06
C 3.579486 2.114845 -5.365973 -0.03 -0.37 -0.37
H 6.757881 -1.034976 -5.620665 -0.13 -0.17 0.10
C 6.235163 -0.352346 -4.950469 0.08 0.43 -0.24
H 0.886015 -0.193660 -2.843020 -0.08 -0.07 0.08
C 5.062190 2.490718 -3.470198 0.16 -0.17 0.30
H 6.227572 0.613083 -5.451935 -0.17 0.08 0.17
N 4.861455 -0.837097 -4.706349 1.54 -0.84 2.57
C -0.737892 0.686425 5.146382 0.36 0.48 0.00
C -3.251914 1.946295 2.777841 0.43 1.03 1.15
H -5.785117 0.061788 3.767563 0.10 -0.20 -0.07
H -0.623633 0.768696 -0.513118 -0.33 -0.04 0.13
H -0.845512 1.578406 7.051136 0.12 0.03 0.02
C -4.747909 0.399790 3.832747 -0.44 0.03 0.14
O 1.398748 -1.082438 3.343111 0.33 0.98 -0.75
C 1.495192 -1.070885 -3.100773 -0.05 0.17 0.31
C -1.061224 -0.204076 2.828738 0.81 1.18 -0.90
C -2.677647 -1.853182 1.023495 0.34 -0.43 -0.66
C -2.182934 1.872428 1.705165 -0.69 -0.91 -0.63

Record 5
36
Properties=species:S:1:pos:R:3:forces:R:3 method="wB97M-V/def2-TZVPD" e_tot_ev=-23316.79170 homo_energy_ha=-0.055 e_lumo_ev=3.2 total_charge=-2
H -5.920181 0.167179 0.797231 0.25 -0.32 0.03
C 3.808229 1.775289 -2.782389 1.53 -1.98 -0.47
H 4.153859 1.653439 -1.755849 0.29 0.16 -0.04
H -3.813171 0.095599 2.265311 -0.11 -1.01 0.01
H -1.540121 -4.882161 -2.862109 0.06 -0.42 0.04
C -3.955801 0.882529 1.524711 0.44 0.30 -1.43
C 1.923859 1.647339 3.308501 0.55 0.47 -0.15
H 2.595999 1.880709 2.482741 -0.32 0.15 -0.29
C -0.127391 -3.601461 -3.764529 0.06 1.85 1.42
C 1.822439 0.129629 3.464691 -0.36 1.06 -3.18
H 0.959509 2.145349 3.207911 -0.21 -0.24 -0.43
C 1.115839 -0.145671 4.719961 0.11 -0.77 1.41
C 2.711229 2.691689 -2.872479 -2.81 0.66 0.97
O 1.594669 2.263139 -2.147869 -0.13 0.31 0.05
H 3.121799 3.661309 -2.590749 -0.12 0.86 0.93
H -1.464701 -5.180801 -4.627169 0.59 -0.36 -0.10
H 1.533859 0.522439 5.472951 0.08 -0.15 0.46
O 1.286039 -0.501961 2.335401 -0.57 0.17 -0.36
C -1.417601 -4.424431 -3.843719 -0.65 0.02 0.65
H 2.506379 2.917479 -3.918979 -0.50 -0.40 -0.85
H -3.603381 1.728899 2.114251 -0.10 0.93 0.19
H 2.850149 -0.231061 3.507031 0.61 -0.08 0.63
H 0.020159 -3.030731 -4.681379 -0.06 0.06 -0.66
Mg -0.039331 0.016269 -0.514689 0.26 0.31 0.38
H -5.643041 1.839949 0.500821 0.08 0.36 0.34
H -5.919291 1.210849 2.211031 -0.57 0.42 -0.01
H 0.039919 0.028919 4.717331 -0.02 -0.27 -0.39
H -2.370251 -3.914131 -3.985709 0.16 0.87 -0.01
O 0.014079 -2.720371 -2.653829 -0.53 -0.84 -0.50
O -3.258961 0.768499 0.336931 0.71 -0.48 0.03
H 3.461689 0.797879 -3.118079 0.12 -0.25 -0.04
C -5.461661 1.054249 1.234221 0.42 -0.42 0.37
H 0.685939 -4.325541 -3.716559 0.40 -0.48 -0.13
H 1.407439 -1.172011 4.942851 -0.72 -0.21 0.59
H 4.556699 2.128159 -3.491879 0.78 -0.19 0.20
H 2.365099 2.123539 4.184081 0.28 -0.08 0.36

Record 6
15
Properties=species:S:1:pos:R:3:forces:R:3 method="wB97M-V/def2-TZVPD" e_tot_ev=-6251.12084 homo_energy_ha=-0.348 e_lumo_ev=1.0 smiles="C=NC.CN"
H 1.483496 -0.979325 -0.583148 -0.55 1.16 -0.28
H -2.535669 2.520020 -0.489056 -0.30 2.49 0.37
C 2.476016 -1.482722 1.499270 1.17 -1.16 -0.16
H -2.013396 1.646742 -1.644434 -0.18 -0.88 1.77
H -3.756160 0.446705 -0.840893 0.72 -0.07 1.83
H 1.633972 -2.172696 1.250098 -0.08 0.94 0.15
H -2.593999 -0.096580 0.512577 -0.21 0.34 -0.40
H 2.647595 0.507586 -1.005205 -0.70 -0.27 0.80
C 2.470023 -0.499230 -0.589918 0.85 -2.80 -2.97
N -2.076937 1.670247 -0.585785 0.80 -0.32 -1.21
C -3.059525 0.781894 0.029009 -1.09 -1.88 -2.32
H 2.950525 -1.161216 -1.445966 -0.31 1.11 1.60
N 3.101134 -0.787331 0.646225 -0.01 0.91 1.35
H -3.695382 1.261157 0.771735 0.26 0.30 -0.04
H 2.968311 -1.655250 2.475497 -0.38 0.12 -0.48

Record 7
16
Properties=species:S:1:pos:R:3:forces:R:3 method="wB97M-V/def2-TZVPD" e_tot_ev=-16625.19359 homo_energy_ha=-0.467 e_lumo_ev=-3.6 total_charge=+1
H 0.586567 -2.355350 -0.004668 -0.52 -0.13 0.26
H 1.932823 0.977981 1.023416 1.17 -0.70 3.58
C -1.181301 0.136840 0.026824 1.33 2.04 1.25
H -0.835757 -1.218300 -1.528690 -0.34 -2.11 -1.28
H 1.361243 -1.210221 1.228611 0.09 -1.62 -0.56
H -0.123736 1.875932 0.396182 -1.65 0.68 -1.60
H -0.466637 0.522487 -1.926700 -0.57 -0.61 -0.27
H 2.260019 -1.963257 -0.113037 -0.42 1.06 -0.44
C 0.760400 -0.273744 -0.375210 -2.25 0.93 -2.15
H -1.809858 2.060123 0.772623 -0.73 -0.10 1.27
C -0.495518 -0.306475 -1.208962 2.07 2.59 0.70
S 1.667374 1.229306 -0.157596 -1.00 0.11 -3.57
C 1.267100 -1.534366 0.142199 0.98 -0.03 3.09
H -1.075817 -0.158130 1.052463 -0.41 -1.34 0.02
H -1.658600 1.969669 -0.826327 1.85 -0.07 1.59
N -1.203978 1.647746 0.101978 0.42 -0.69 -1.89

Record 8
17
Properties=species:S:1:pos:R:3:forces:R:3 method="wB97M-V/def2-TZVPD" e_tot_ev=-23205.12433 homo_energy_ha=-0.164 e_lumo_ev=3.7 total_charge=-1
S 0.657422 -1.039802 -0.814943 -1.75 2.12 -1.03
N -2.154400 -0.376435 0.124623 2.46 0.58 -0.35
H 1.391211 -2.040242 1.605926 -1.08 0.03 0.65
H 3.900810 -0.440457 1.638232 -0.44 0.94 0.35
C -0.979428 -0.041018 -0.484145 -3.10 -0.36 -0.84
O 0.456442 -1.542788 -2.198616 0.12 -0.16 0.77
H -3.986782 0.459157 0.298060 -1.54 0.50 0.33
C -3.054283 0.611517 -0.144432 1.83 0.56 -1.27
O 1.347513 0.291951 -0.813472 1.48 -0.25 -0.05
H -0.646373 1.494100 -1.949941 0.93 0.14 -0.22
H 2.311366 -0.158218 0.861556 -0.69 1.34 -2.30
C 2.806180 -0.487084 1.731309 0.75 -1.52 2.51
N -1.226772 1.119639 -1.241213 -0.48 -0.97 1.33
H 2.264657 0.024412 2.569766 0.74 -0.09 -0.51
C -2.510109 1.577213 -1.009771 -0.83 -1.39 0.35
H -3.000064 2.382613 -1.599952 0.72 -0.69 0.75
C 2.422611 -1.834557 1.427013 0.88 -0.77 -0.46